1.
C20H56N8O28S4 | the ωB97M-V functional and the def2-TZVPD basis

Computed properties:
E_HOMO	-0.401	hartree
frontier orbital gap	10.32	eV
calculated total energy	-4932.17321	Eh
F_max	0.083	Eh/bohr
total charge	0
SMILES string	CCOS(C)(=O)=O.CCOS(C)(=O)=O.CCOS(C)(=O)=O.CCOS(C)(=O)=O.C[N+](=O)[O-].C[N+](=O)[O-].C[N+](=O)[O-].C[N+](=O)[O-].C[N+](=O)[O-].C[N+](=O)[O-].C[N+](=O)[O-].C[N+](=O)[O-]
energy relative to the best compared isomer or geometry (same formula, charge and spin)	216.0	kJ/mol
M	985.0	g/mol

Cartesian coordinates (Å):
1 C 1.88 4.85 -4.10
2 C 0.50 5.39 -4.29
3 O 0.48 6.70 -3.69
4 S -0.33 7.91 -4.47
5 C 1.03 8.23 -5.66
6 O -1.49 7.26 -5.12
7 O -0.58 8.96 -3.53
8 H 2.22 4.96 -3.07
9 H 2.71 5.31 -4.64
10 H 1.86 3.77 -4.22
11 H 0.35 5.48 -5.37
12 H -0.19 4.68 -3.83
13 H 0.63 9.11 -6.16
14 H 1.23 7.30 -6.21
15 H 1.95 8.45 -5.11
16 C -6.74 6.24 3.47
17 C -5.33 5.82 3.04
18 O -4.58 6.92 2.59
19 S -3.86 6.89 1.06
20 C -2.50 5.79 1.40
21 O -4.79 6.34 0.08
22 O -3.27 8.21 0.92
23 H -7.37 6.38 2.59
24 H -6.68 7.15 4.06
25 H -7.33 5.56 4.08
26 H -4.83 5.41 3.93
27 H -5.39 5.02 2.31
28 H -1.80 5.89 0.57
29 H -3.01 4.83 1.38
30 H -2.17 6.04 2.41
31 C 5.25 3.17 1.54
32 C 6.50 3.90 1.50
33 O 7.06 3.86 0.18
34 S 8.57 3.42 -0.04
35 C 8.47 1.62 0.28
36 O 8.97 3.61 -1.47
37 O 9.36 4.00 1.04
38 H 5.33 2.13 1.21
39 H 4.53 3.70 0.91
40 H 4.92 3.17 2.57
41 H 6.32 4.96 1.70
42 H 7.16 3.52 2.28
43 H 7.72 1.13 -0.33
44 H 8.18 1.50 1.33
45 H 9.48 1.24 0.13
46 C 2.30 -6.11 7.84
47 C 2.57 -7.49 7.17
48 O 3.56 -7.22 6.25
49 S 3.54 -8.02 4.76
50 C 2.32 -6.90 3.89
51 O 4.86 -7.91 4.16
52 O 2.87 -9.30 4.97
53 H 1.36 -6.21 8.38
54 H 2.29 -5.29 7.12
55 H 3.13 -5.91 8.52
56 H 2.78 -8.14 8.01
57 H 1.62 -7.89 6.81
58 H 1.95 -7.31 2.95
59 H 2.67 -5.88 3.74
60 H 1.47 -6.85 4.56
61 C -0.20 -1.36 -7.90
62 N -1.14 -0.33 -7.37
63 O -1.92 0.09 -8.18
64 O -1.04 0.03 -6.19
65 H -0.40 -2.40 -7.64
66 H 0.72 -1.10 -7.38
67 H -0.01 -1.28 -8.97
68 C -4.83 -6.19 0.37
69 N -5.52 -4.88 0.51
70 O -5.93 -4.57 1.59
71 O -5.49 -4.14 -0.46
72 H -3.79 -5.97 0.58
73 H -4.98 -6.65 -0.60
74 H -5.24 -6.92 1.07
75 C -6.53 2.64 -5.30
76 N -6.07 1.35 -4.71
77 O -5.35 1.49 -3.73
78 O -6.44 0.33 -5.23
79 H -5.61 3.22 -5.38
80 H -7.19 3.18 -4.62
81 H -6.89 2.32 -6.28
82 C 4.06 -1.33 5.46
83 N 5.55 -1.32 5.42
84 O 6.09 -2.30 5.95
85 O 6.15 -0.32 4.92
86 H 3.65 -0.38 5.11
87 H 3.77 -1.60 6.47
88 H 3.65 -2.08 4.78
89 C -1.20 -0.93 -0.47
90 N -0.17 -0.76 0.64
91 O -0.01 0.34 1.12
92 O 0.59 -1.62 0.86
93 H -1.36 0.05 -0.92
94 H -2.13 -1.18 0.03
95 H -0.91 -1.72 -1.17
96 C -3.82 -5.10 -5.54
97 N -3.70 -6.60 -5.71
98 O -4.47 -7.30 -5.00
99 O -2.86 -7.05 -6.47
100 H -3.78 -4.56 -6.49
101 H -3.01 -4.75 -4.90
102 H -4.82 -4.90 -5.17
103 C 3.05 -5.65 -1.86
104 N 1.79 -6.02 -2.52
105 O 0.92 -5.24 -2.82
106 O 1.64 -7.22 -2.59
107 H 3.74 -5.69 -2.70
108 H 3.40 -6.38 -1.14
109 H 2.93 -4.67 -1.39
110 C -3.25 -0.83 5.30
111 N -3.91 0.43 4.79
112 O -3.39 1.01 3.81
113 O -4.89 0.80 5.40
114 H -3.90 -1.69 5.21
115 H -2.90 -0.54 6.29
116 H -2.35 -1.06 4.72


2.
C3H10NO | the ωB97M-V functional and the def2-TZVPD basis

Computed properties:
E_HOMO	-0.424	hartree
frontier orbital gap	7.42	eV
calculated total energy	-250.01660	Eh
F_max	0.015	Eh/bohr
total charge	+1
energy relative to the best compared isomer or geometry (same formula, charge and spin)	97.7	kJ/mol
M	76.1	g/mol

Cartesian coordinates (Å):
1 C -2.85 -1.67 -4.48
2 N -1.97 -1.80 -3.28
3 H -2.32 -1.15 -5.28
4 H -3.08 -2.66 -4.85
5 H -3.75 -1.13 -4.26
6 H -1.01 -1.97 -3.57
7 H -2.30 -2.52 -2.62
8 H -1.97 -0.94 -2.73
9 O 1.77 1.27 3.07
10 C 2.06 1.51 4.22
11 C 3.26 2.34 4.61
12 H 1.45 1.14 5.05
13 H 3.13 3.39 4.37
14 H 4.14 1.98 4.07
15 H 3.44 2.22 5.67


3.
C2H6N4O2 | the ωB97M-V functional and the def2-TZVPD basis

Computed properties:
E_HOMO	-0.349	hartree
frontier orbital gap	10.05	eV
calculated total energy	-449.18356	Eh
F_max	0.047	Eh/bohr
total charge	0
SMILES string	[H]/N=C(/N)O/N=C\NO
energy relative to the best compared isomer or geometry (same formula, charge and spin)	361.3	kJ/mol
M	118.1	g/mol

Cartesian coordinates (Å):
1 H 1.69 -1.85 0.77
2 N 1.07 -2.35 0.11
3 C 0.31 -1.58 -0.52
4 N -0.34 -1.90 -1.68
5 O 0.12 -0.25 -0.22
6 N 0.43 0.17 1.06
7 C 0.25 1.38 1.36
8 N -0.10 2.55 0.71
9 O -0.48 2.36 -0.72
10 H -0.40 -2.86 -1.89
11 H -1.21 -1.47 -1.87
12 H 0.34 1.49 2.45
13 H -0.98 2.90 1.19
14 H -0.69 1.42 -0.76


4.
C6H8N3OS | the ωB97M-V functional and the def2-TZVPD basis

Computed properties:
E_HOMO	-0.462	hartree
frontier orbital gap	8.26	eV
calculated total energy	-870.79829	Eh
F_max	0.087	Eh/bohr
total charge	+1
energy relative to the best compared isomer or geometry (same formula, charge and spin)	140.0	kJ/mol
M	170.2	g/mol

Cartesian coordinates (Å):
1 C 0.69 -1.13 0.84
2 C -1.25 -0.85 -0.43
3 C 2.46 0.77 -0.76
4 C -0.82 0.75 1.34
5 C -2.17 1.30 0.76
6 C 3.69 0.51 -0.40
7 N 1.56 -1.87 0.90
8 N -0.80 -1.84 -1.22
9 N -0.36 -0.41 0.57
10 O 1.29 0.75 -0.93
11 S -2.63 0.13 -0.61
12 H -0.13 1.58 1.20
13 H -0.83 0.54 2.35
14 H -3.05 1.42 1.45
15 H -2.14 2.22 0.22
16 H 3.98 0.94 0.55
17 H 4.58 0.24 -1.03
18 H 0.09 -2.19 -1.19
19 H -1.19 -2.03 -2.13